ORCA calculation (ωB97M-V with the def2-TZVPD basis set) on a cluster of 2 separate species, C3H9PS3 in total in a non-equilibrium geometry.

```
16
Properties=species:S:1:pos:R:3:forces:R:3:nbo_charge:R:1
C 3.1966 0.7476 0.2154 0.673 1.237 -0.194 -0.39
C -1.6023 -2.0002 -0.0430 0.913 -2.044 -0.681 -0.78
C 2.9456 -0.4720 0.6415 0.519 -1.333 -1.288 -0.39
P -1.5069 0.8045 -0.7275 0.598 -0.806 0.436 0.47
S -3.4758 1.1927 -0.1157 -0.783 -0.014 0.390 -0.31
S -0.5939 2.3662 0.3021 -0.182 1.377 -0.671 -0.30
S -0.7587 -0.5986 0.7580 -1.513 0.410 -1.404 -0.06
H -4.1131 1.1448 -1.2996 0.322 -0.178 -0.073 0.15
H 3.8168 1.0183 -0.6233 0.576 -0.774 -0.295 0.19
H 2.9283 1.7050 0.6490 -0.974 -0.420 0.524 0.19
H -2.6700 -2.2274 0.1898 0.984 0.395 0.707 0.23
H -0.8558 -2.8172 0.2849 -1.790 0.620 -0.714 0.24
H -1.6421 -2.0029 -1.1806 0.713 0.428 1.297 0.23
H 3.4246 -1.3779 0.1630 -0.640 1.226 0.387 0.19
H 2.1710 -0.7048 1.3350 -0.094 0.074 0.860 0.20
H -1.2640 3.2218 -0.5491 0.679 -0.200 0.718 0.15
```
Forces are in eV/Å.

Computed properties:
- largest force on an atom (eV Å⁻¹) = 2.3
- SMILES string = CSP(S)S.C=C
- ΔE to the lowest compared entry with this formula, charge and spin (kcal per mole) = 50.1
- calculated total energy (eV) = -45050.6346
- LUMO energy (eV) = 0.4